{"formula": "C51H36Cl4N8SV", "method": "wB97M-V/def2-TZVPD", "species": ["V", "Cl", "C", "C", "C", "C", "C", "C", "C", "C", "C", "C", "C", "C", "C", "C", "C", "C", "Cl", "C", "C", "C", "N", "C", "C", "C", "C", "C", "C", "Cl", "C", "C", "C", "C", "C", "C", "N", "C", "C", "C", "C", "C", "N", "C", "C", "C", "C", "Cl", "C", "C", "C", "C", "N", "H", "H", "H", "H", "H", "H", "H", "H", "H", "H", "H", "H", "H", "H", "H", "H", "H", "H", "H", "H", "H", "H", "H", "H", "N", "N", "C", "N", "S", "H", "H", "H", "H", "H", "N", "C", "C", "C", "C", "C", "C", "H", "H", "H", "H", "H", "H", "H"], "positions_angstrom": [[0.719, -0.111, 0.076], [-3.790, -7.052, 3.967], [-2.652, -5.879, 3.360], [-2.638, -4.602, 3.887], [-1.747, -3.669, 3.384], [-0.822, -3.981, 2.376], [-0.934, -5.257, 1.815], [-1.820, -6.204, 2.309], [0.086, -2.913, 1.828], [0.263, -1.740, 2.560], [0.301, -1.633, 4.022], [0.751, -0.405, 4.324], [0.934, 0.316, 3.074], [1.238, 1.665, 2.948], [1.493, 2.441, 4.202], [2.760, 2.938, 4.494], [2.992, 3.675, 5.649], [1.940, 3.915, 6.517], [2.219, 4.843, 7.967], [0.670, 3.433, 6.252], [0.454, 2.700, 5.092], [1.261, 2.381, 1.730], [0.991, 1.847, 0.497], [0.980, 2.891, -0.415], [0.834, 2.741, -1.797], [0.748, 3.974, -2.645], [-0.454, 4.339, -3.242], [-0.554, 5.473, -4.040], [0.571, 6.252, -4.241], [0.459, 7.677, -5.237], [1.784, 5.913, -3.666], [1.866, 4.775, -2.874], [0.906, 1.508, -2.482], [1.080, 1.350, -3.908], [1.425, 0.054, -4.127], [1.437, -0.606, -2.851], [1.077, 0.293, -1.872], [1.789, -1.947, -2.609], [1.660, -2.612, -1.390], [1.931, -4.002, -1.139], [1.374, -4.303, 0.059], [0.773, -3.088, 0.570], [1.014, -2.080, -0.294], [2.307, -2.724, -3.777], [3.589, -2.493, -4.265], [4.083, -3.212, -5.347], [3.277, -4.165, -5.943], [3.886, -5.070, -7.301], [1.996, -4.414, -5.479], [1.519, -3.691, -4.393], [1.200, 4.122, 0.296], [1.399, 3.805, 1.602], [0.672, -0.534, 2.028], [-3.342, -4.326, 4.662], [-1.832, -2.657, 3.748], [-0.362, -5.527, 0.945], [-1.884, -7.183, 1.852], [0.114, -2.438, 4.714], [0.963, -0.013, 5.309], [3.578, 2.742, 3.810], [3.978, 4.058, 5.878], [-0.139, 3.636, 6.941], [-0.539, 2.325, 4.869], [-1.334, 3.724, -3.088], [-1.493, 5.751, -4.501], [2.655, 6.532, -3.842], [2.815, 4.498, -2.428], [0.990, 2.141, -4.639], [1.670, -0.414, -5.072], [2.489, -4.661, -1.789], [1.444, -5.240, 0.585], [4.211, -1.741, -3.790], [5.083, -3.036, -5.723], [1.383, -5.165, -5.961], [0.521, -3.883, -4.014], [1.222, 5.106, -0.149], [1.615, 4.484, 2.415], [-2.178, 1.785, -0.419], [-3.450, 1.936, 0.146], [-3.682, 1.420, 1.387], [-4.912, 1.750, 1.858], [-2.582, 0.525, 2.260], [-1.514, 2.440, -0.017], [-2.240, 1.916, -1.419], [-3.954, 2.777, -0.091], [-5.641, 2.025, 1.221], [-5.185, 1.302, 2.715], [-1.698, -1.192, -0.925], [-2.485, -2.347, -0.816], [-2.370, -3.350, -1.779], [-3.121, -4.516, -1.676], [-3.999, -4.700, -0.617], [-4.108, -3.700, 0.345], [-3.357, -2.536, 0.258], [-1.353, -0.964, -1.844], [-2.014, -0.379, -0.410], [-1.687, -3.210, -2.614], [-3.020, -5.282, -2.436], [-4.586, -5.606, -0.537], [-4.780, -3.830, 1.185], [-3.437, -1.767, 1.022]], "lowdin_spin": [2.586, -0.002, -0.007, 0.002, -0.006, 0.000, -0.007, 0.002, -0.033, 0.041, 0.022, 0.022, 0.039, -0.009, -0.002, -0.001, 0.000, 0.000, 0.000, 0.000, -0.001, 0.041, 0.018, 0.005, 0.051, 0.005, 0.002, 0.000, 0.001, 0.000, 0.000, 0.002, 0.006, 0.019, -0.001, 0.029, 0.016, 0.007, 0.030, 0.030, 0.017, 0.047, -0.002, 0.000, 0.000, 0.000, 0.000, 0.000, 0.000, 0.000, 0.026, -0.005, -0.014, 0.000, 0.000, 0.000, 0.000, 0.001, 0.001, 0.000, 0.000, 0.000, 0.000, 0.000, 0.000, 0.000, 0.000, 0.001, 0.000, 0.001, 0.000, 0.000, 0.000, 0.000, 0.000, 0.002, -0.001, 0.009, 0.001, 0.001, 0.000, 0.005, 0.001, 0.000, 0.000, 0.000, 0.000, 0.003, 0.001, 0.000, 0.000, -0.001, 0.000, 0.000, 0.001, 0.002, 0.000, 0.000, 0.000, 0.000, 0.000], "multiplicity": 4, "energy_ha": -5586.178923, "e_above_lowest_kcal_mol": 15.58, "lumo_energy_ev": [-1.17, -1.42], "s_squared": 3.81, "gap_ev": [5.55, 5.45]}

{"formula": "C51H38Cl3F15GeN2O2P2PdSSi2", "method": "wB97M-V/def2-TZVPD", "species": ["Pd", "C", "Si", "C", "C", "N", "P", "C", "P", "N", "Si", "C", "C", "C", "C", "C", "C", "C", "C", "C", "C", "C", "C", "C", "C", "C", "C", "C", "C", "C", "C", "C", "C", "C", "C", "C", "C", "C", "H", "H", "H", "H", "H", "H", "H", "H", "H", "H", "H", "H", "H", "H", "H", "H", "H", "H", "H", "H", "H", "H", "H", "H", "H", "H", "H", "H", "H", "H", "H", "H", "H", "H", "H", "H", "H", "H", "F", "C", "C", "C", "F", "C", "F", "C", "F", "C", "F", "Ge", "S", "C", "C", "F", "C", "F", "C", "F", "C", "F", "C", "F", "C", "C", "F", "C", "F", "C", "F", "C", "F", "C", "F", "Cl", "C", "Cl", "Cl", "C", "O", "O"], "positions_angstrom": [[-0.597, 0.078, -0.339], [1.212, 4.118, 2.084], [0.724, 2.371, 2.688], [1.860, 2.025, 4.210], [-1.062, 2.357, 3.388], [0.916, 1.306, 1.344], [1.321, -0.231, 1.515], [1.129, -0.934, -0.056], [0.992, -2.545, -0.690], [0.278, -2.672, -2.089], [-1.384, -2.723, -2.499], [-1.380, -2.298, -4.361], [-2.578, -1.698, -1.405], [-2.021, -4.533, -2.346], [0.217, -3.820, 0.401], [0.572, -5.163, 0.336], [-0.256, -6.130, 0.876], [-1.447, -5.776, 1.488], [-1.802, -4.438, 1.568], [-0.977, -3.476, 1.022], [2.665, -3.228, -1.009], [2.805, -4.263, -1.928], [4.043, -4.842, -2.142], [5.160, -4.386, -1.454], [5.033, -3.322, -0.578], [3.794, -2.741, -0.369], [3.067, -0.352, 2.069], [3.848, 0.777, 1.845], [5.189, 0.787, 2.181], [5.768, -0.343, 2.736], [5.013, -1.493, 2.905], [3.675, -1.507, 2.558], [0.392, -0.929, 2.940], [0.948, -1.390, 4.126], [0.133, -1.759, 5.181], [-1.244, -1.675, 5.065], [-1.808, -1.202, 3.890], [-0.993, -0.819, 2.843], [0.620, 4.861, 2.605], [1.040, 4.236, 1.021], [2.259, 4.328, 2.280], [1.865, 2.875, 4.887], [2.890, 1.838, 3.918], [1.520, 1.159, 4.772], [-1.393, 3.341, 3.708], [-1.158, 1.678, 4.231], [-1.745, 2.015, 2.618], [-0.930, -1.324, -4.519], [-2.379, -2.289, -4.771], [-0.794, -3.023, -4.914], [-1.944, -1.142, -0.663], [-3.306, -2.297, -0.862], [-3.109, -0.937, -1.969], [-1.277, -5.213, -2.746], [-2.938, -4.672, -2.907], [-2.202, -4.821, -1.315], [1.489, -5.447, -0.159], [0.016, -7.175, 0.795], [-2.101, -6.538, 1.889], [-2.737, -4.150, 2.026], [-1.261, -2.431, 1.055], [1.929, -4.582, -2.476], [4.150, -5.655, -2.848], [6.126, -4.849, -1.621], [5.899, -2.937, -0.053], [3.690, -1.894, 0.290], [3.366, 1.642, 1.412], [5.784, 1.676, 2.018], [6.812, -0.338, 3.019], [5.471, -2.388, 3.307], [3.108, -2.425, 2.643], [2.020, -1.432, 4.250], [0.581, -2.100, 6.107], [-1.873, -1.948, 5.901], [-2.881, -1.110, 3.805], [-1.419, -0.380, 1.935], [-4.145, -0.968, -3.991], [-4.892, 0.119, -3.779], [-4.316, 1.371, -3.881], [-5.161, 2.448, -3.678], [-4.703, 3.702, -3.791], [-6.511, 2.300, -3.390], [-7.303, 3.376, -3.230], [-7.050, 1.028, -3.271], [-8.352, 0.867, -2.969], [-6.234, -0.074, -3.477], [-6.757, -1.310, -3.382], [-2.267, 1.609, -3.903], [-0.626, 0.916, -2.707], [-1.759, 0.973, -5.821], [-2.511, 0.196, -6.683], [-3.769, -0.131, -6.360], [-2.044, -0.226, -7.922], [-2.817, -0.970, -8.737], [-0.782, 0.161, -8.349], [-0.329, -0.214, -9.561], [-0.015, 0.978, -7.530], [1.180, 1.425, -7.960], [-0.514, 1.355, -6.290], [0.233, 2.182, -5.541], [-2.147, 3.567, -4.521], [-2.601, 3.942, -5.773], [-3.305, 3.065, -6.517], [-2.408, 5.212, -6.293], [-2.865, 5.543, -7.518], [-1.731, 6.156, -5.534], [-1.534, 7.394, -6.023], [-1.278, 5.818, -4.264], [-0.627, 6.741, -3.536], [-1.496, 4.533, -3.778], [-1.091, 4.236, -2.546], [-4.436, 4.388, -0.689], [-3.353, 3.426, 0.309], [-1.845, 4.313, 0.571], [-4.141, 3.130, 1.860], [-3.021, 2.041, -0.398], [-3.351, 1.976, -1.579], [-2.506, 1.202, 0.340]], "mulliken_charge": [0.304, -1.366, 0.513, -1.261, -0.567, -0.489, 2.034, -0.763, 1.662, -0.319, 0.168, -0.828, 2.256, -1.182, 0.681, -0.936, -0.656, -0.765, -1.142, 0.783, -0.599, -0.724, -0.435, -0.637, -0.480, -0.571, 0.306, -1.016, -0.671, -0.747, -0.823, 0.090, 2.200, -0.987, -0.621, -0.903, -1.017, -1.108, 0.391, 0.361, 0.319, 0.509, 0.375, 0.271, 0.455, 0.321, -0.333, 0.038, 0.166, 0.499, -1.553, 0.572, -0.432, 0.252, 0.387, 0.259, 0.411, 0.407, 0.342, 0.448, 0.016, 0.409, 0.406, 0.340, 0.449, 0.607, 0.528, 0.409, 0.374, 0.440, 0.560, 0.490, 0.370, 0.361, 0.480, 0.089, -0.460, -0.330, -0.314, 0.561, -0.395, 0.361, -0.359, 0.666, -0.344, -0.051, -0.349, 2.163, -0.500, -1.259, 0.644, -0.327, 0.301, -0.356, 0.543, -0.342, 0.241, -0.335, 0.440, -0.375, -0.300, 0.875, -0.408, 0.313, -0.344, 0.663, -0.337, -0.083, -0.333, -0.588, -0.123, -0.134, 0.773, -0.158, -0.185, -0.582, -0.709, -0.343], "multiplicity": 1, "charge": -2, "energy_ha": -8969.615493, "e_above_lowest_kcal_mol": 44.98, "lumo_energy_ev": [3.62, 3.52], "gap_ev": [6.28, 6.17]}